1.
{"formula": "C43H43Cl2F6N2O2", "method": "ωB97M-V/def2-TZVPD", "relative_energy_kj_mol": 0.0, "homo_lumo_gap_ha": 0.2478, "total_charge": -1, "molar_mass_g_mol": 804.72, "homo_ha": -0.1864, "symbols": ["C", "C", "Cl", "C", "Cl", "C", "N", "C", "C", "N", "C", "O", "O", "H", "H", "H", "H", "H", "H", "H", "H", "H", "H", "H", "H", "H", "F", "C", "C", "C", "C", "C", "C", "H", "H", "H", "H", "H", "F", "C", "C", "C", "C", "C", "C", "H", "H", "H", "H", "H", "F", "C", "C", "C", "C", "C", "C", "H", "H", "H", "H", "H", "F", "C", "C", "C", "C", "C", "C", "H", "H", "H", "H", "H", "F", "C", "C", "C", "C", "C", "C", "H", "H", "H", "H", "H", "F", "C", "C", "C", "C", "C", "C", "H", "H", "H", "H", "H"], "xyz": [[-0.65035, 1.47736, 6.59627], [-1.81728, 2.24168, 5.99765], [-2.79921, 2.92597, 7.37743], [-2.72155, 1.41887, 5.09491], [-3.99741, 2.47868, 4.38327], [-1.94913, 0.71118, 3.97279], [-1.31041, -0.51035, 4.49291], [-2.15619, -1.44327, 5.22313], [-3.47528, -1.90065, 4.55392], [-4.65062, -1.92571, 5.44151], [-0.88825, 1.67090, 3.29709], [0.30241, 1.47636, 3.61086], [-1.38722, 2.51704, 2.52490], [-0.02549, 2.17195, 7.16075], [-1.01142, 0.71964, 7.29816], [-0.07024, 1.02033, 5.79367], [-1.47146, 3.10882, 5.43499], [-3.29962, 0.71048, 5.68486], [-2.66293, 0.46486, 3.17790], [-0.87461, -0.98644, 3.71305], [-2.39936, -1.01291, 6.20385], [-1.54100, -2.32408, 5.43443], [-3.70610, -1.25354, 3.70630], [-3.33398, -2.90909, 4.15021], [-5.17734, -1.06556, 5.34686], [-4.34178, -1.97022, 6.40629], [4.26627, -1.48468, -1.74152], [3.54172, -0.94495, -0.72121], [3.48856, -1.61196, 0.48363], [2.74689, -1.04297, 1.51281], [2.07907, 0.16204, 1.33287], [2.15601, 0.80373, 0.10268], [2.89315, 0.25185, -0.93783], [4.01419, -2.54993, 0.60506], [2.69180, -1.54551, 2.47032], [1.50098, 0.60067, 2.14138], [1.63326, 1.74011, -0.04219], [2.96035, 0.73226, -1.90430], [2.61328, 2.03185, -4.92318], [3.91114, 2.39541, -4.88534], [4.30649, 3.51668, -5.58744], [5.64429, 3.88255, -5.54521], [6.55617, 3.13346, -4.81391], [6.12763, 2.01106, -4.11781], [4.79341, 1.63144, -4.14818], [3.57802, 4.08239, -6.15205], [5.97486, 4.75882, -6.08849], [7.59753, 3.42606, -4.78469], [6.83201, 1.42393, -3.54345], [4.44255, 0.75847, -3.61529], [7.96730, 6.33201, -8.08344], [7.21627, 5.72719, -9.02943], [7.15306, 4.34875, -9.04288], [6.37330, 3.73384, -10.01215], [5.68139, 4.49546, -10.94385], [5.76623, 5.88074, -10.90642], [6.54019, 6.51140, -9.94239], [7.69790, 3.77706, -8.30386], [6.30473, 2.65424, -10.03327], [5.07676, 4.01095, -11.69915], [5.23310, 6.47368, -11.63760], [6.62044, 7.58855, -9.89007], [4.92223, 6.02994, -14.23689], [5.35233, 4.92534, -14.88272], [6.57109, 4.96607, -15.52842], [7.00745, 3.82208, -16.18131], [6.23129, 2.67110, -16.18018], [5.00972, 2.66197, -15.52111], [4.55811, 3.79670, -14.86216], [7.15795, 5.87407, -15.51237], [7.96214, 3.83165, -16.69046], [6.57866, 1.78277, -16.69010], [4.40145, 1.76715, -15.51760], [3.61136, 3.81445, -14.33947], [-4.58129, -5.08480, 8.10718], [-5.38679, -4.55345, 9.04703], [-5.67652, -5.30244, 10.17053], [-6.50673, -4.75206, 11.13657], [-7.03044, -3.47733, 10.96772], [-6.72107, -2.74773, 9.82693], [-5.89246, -3.28319, 8.85129], [-5.26511, -6.29747, 10.27343], [-6.75469, -5.32723, 12.01733], [-7.68233, -3.05540, 11.72131], [-7.12727, -1.75408, 9.69007], [-5.65058, -2.74161, 7.94822], [-8.35623, -7.23591, 11.47698], [-8.84201, -7.58396, 10.26518], [-9.01883, -8.92185, 9.97841], [-9.50903, -9.26559, 8.72606], [-9.80462, -8.28212, 7.79239], [-9.60952, -6.94464, 8.11061], [-9.12435, -6.58179, 9.35866], [-8.77436, -9.66887, 10.72116], [-9.65643, -10.30903, 8.48003], [-10.18005, -8.55746, 6.81606], [-9.82729, -6.17559, 7.38143], [-8.95030, -5.54862, 9.62812]]}



2.
{"formula": "C4H15NO2", "method": "ωB97M-V/def2-TZVPD", "relative_energy_kj_mol": 293.6, "homo_lumo_gap_ha": 0.3551, "molar_mass_g_mol": 109.17, "smiles": "CCN(C)C.O.O", "homo_ha": -0.3343, "symbols": ["C", "C", "N", "C", "C", "H", "H", "H", "H", "H", "H", "H", "H", "H", "H", "H", "O", "H", "H", "O", "H", "H"], "xyz": [[-0.31038, -2.19560, 1.19033], [0.20415, -2.31087, -0.34081], [0.61992, -1.00736, -0.86574], [1.51280, -1.08214, -2.01673], [-0.58421, -0.06584, -1.22224], [0.20789, -2.89406, 1.90378], [-0.05962, -1.24616, 1.76364], [-1.43016, -2.01472, 0.97453], [-0.61527, -2.76045, -0.95475], [0.96117, -3.13162, -0.24745], [1.81634, -0.08591, -2.17252], [1.00333, -1.57444, -2.93795], [2.46539, -1.70049, -1.67256], [-1.15473, -0.59154, -2.01568], [-1.29832, 0.08299, -0.43803], [-0.14060, 0.88578, -1.42996], [-3.14189, 4.91256, 2.22452], [-3.48730, 4.31440, 1.48207], [-2.36064, 4.54264, 2.39249], [1.98873, 0.90126, 0.55968], [1.36912, 0.15958, 0.23697], [2.67499, 0.48161, 1.23867]]}



3.
{"formula": "C2HBr3ClF", "method": "ωB97M-V/def2-TZVPD", "relative_energy_kj_mol": 264.2, "homo_lumo_gap_ha": [0.2764, 0.2987], "molar_mass_g_mol": 319.19, "homo_ha": [-0.3181, -0.3206], "symbols": ["C", "C", "F", "Cl", "Br", "Br", "Br", "H"], "xyz": [[0.11906, -0.80342, -0.17210], [2.51527, -0.16188, 0.10018], [-0.08618, 0.25507, -0.99120], [0.18260, -2.30560, -0.85214], [3.46266, -1.75739, 0.50928], [2.98692, 0.70006, -1.57186], [2.50484, 1.19623, 1.56543], [-0.26010, -0.40059, 0.74028]]}



4.
{"formula": "C5H8N2", "method": "ωB97M-V/def2-TZVPD", "relative_energy_kj_mol": 146.9, "homo_lumo_gap_ha": 0.3955, "molar_mass_g_mol": 96.13, "smiles": "CC1(C)N[C@H]1C#N", "homo_ha": -0.3643, "symbols": ["C", "C", "C", "N", "C", "C", "N", "H", "H", "H", "H", "H", "H", "H", "H"], "xyz": [[-0.69759, 1.33037, -0.09883], [-0.27349, -0.10703, -0.04386], [-1.25400, -1.08695, 0.54112], [0.44156, -0.70082, -1.14579], [1.13471, -0.49072, 0.18695], [2.23989, 0.35200, -0.02708], [3.25101, 0.91250, -0.13312], [-0.99759, 1.67051, 0.89430], [-1.55309, 1.40974, -0.77432], [0.10259, 1.98372, -0.46203], [-2.17493, -1.03581, -0.03995], [-0.85905, -2.10766, 0.48244], [-1.45917, -0.84327, 1.58426], [0.71533, 0.05663, -1.80905], [1.38379, -1.34321, 0.84495]]}